A molecular structure, C39H34Cl2N6O4Ti in a non-equilibrium geometry, computed with wB97M-V/def2-TZVPD.

Element x y z (Å)
Ti: -0.13604 0.52982 -0.03686
O: -2.65656 -2.02864 2.38640
C: -1.98654 -2.06584 3.54951
C: -2.44830 -2.94957 4.52979
C: -1.81798 -3.02885 5.75296
C: -0.71275 -2.23206 6.02185
C: -0.25924 -1.35931 5.05129
C: -0.87548 -1.25511 3.80521
C: -0.33140 -0.28894 2.80530
O: -0.71832 -0.52067 1.57157
N: 0.47549 0.60224 3.24424
N: 1.35581 1.24760 2.42033
C: 1.17113 2.49102 2.19061
C: -0.05244 3.26557 2.42909
C: -0.09762 4.35920 3.27979
C: -1.26653 5.08329 3.45096
C: -2.40551 4.71570 2.74659
C: -2.38243 3.64894 1.86988
C: -1.19768 2.90900 1.68520
O: -1.15390 1.91108 0.85579
H: -2.11811 -1.42223 1.80745
H: -3.30762 -3.55393 4.29465
H: -2.18780 -3.71725 6.50304
H: -0.20873 -2.29010 6.97545
H: 0.59771 -0.72564 5.23089
H: 1.99466 2.98122 1.66622
H: 0.79417 4.64000 3.82472
H: -1.29078 5.91998 4.13302
H: -3.32750 5.26855 2.88834
H: -3.26139 3.36067 1.32038
C: -0.56970 2.74830 -3.08396
N: -1.44588 2.06313 -2.14129
C: -2.30895 3.02634 -1.49190
C: -2.18631 1.01042 -2.78358
C: -3.11991 1.29798 -3.76584
C: -3.79413 0.28881 -4.43870
C: -3.51246 -1.02767 -4.12088
C: -2.59041 -1.34594 -3.14195
C: -1.91131 -0.33903 -2.43887
N: -0.99734 -0.60631 -1.45773
C: -0.60443 -1.96497 -1.37706
C: -1.40537 -2.83758 -0.64072
C: -1.05142 -4.16058 -0.42668
C: 0.13084 -4.63018 -0.96975
C: 0.94102 -3.78563 -1.70945
C: 0.60840 -2.44520 -1.93191
N: 1.52081 -1.57715 -2.55625
C: 2.90296 -1.97880 -2.57816
C: 1.12762 -0.91081 -3.77406
H: -1.15026 3.30491 -3.84225
H: 0.06898 2.02389 -3.58737
H: 0.07856 3.43568 -2.54156
H: -2.94713 3.57424 -2.20868
H: -1.69131 3.74699 -0.95754
H: -2.94207 2.51921 -0.76719
H: -3.30241 2.33442 -4.01102
H: -4.51796 0.52666 -5.20491
H: -4.01900 -1.83245 -4.63626
H: -2.40303 -2.38688 -2.91584
H: -2.32016 -2.43750 -0.22136
H: -1.68670 -4.79608 0.17101
H: 0.44116 -5.65491 -0.81171
H: 1.86975 -4.16652 -2.10806
H: 3.19934 -2.36323 -1.60310
H: 3.12946 -2.74288 -3.33910
H: 3.51537 -1.10180 -2.79493
H: 1.15480 -1.59067 -4.64557
H: 1.81663 -0.08371 -3.96453
H: 0.12605 -0.50144 -3.69156
Cl: 3.22580 3.58139 -2.05246
C: 3.52838 2.08905 -1.23076
C: 4.85187 1.71001 -0.95434
C: 5.10025 0.55570 -0.25223
Cl: 6.75637 0.12586 0.09157
C: 4.06717 -0.29506 0.20621
C: 4.22345 -1.49236 0.93544
C: 3.08360 -2.17460 1.27632
C: 1.81741 -1.70719 0.92463
N: 1.63506 -0.59353 0.23621
C: 2.75620 0.07146 -0.12508
C: 2.47271 1.28545 -0.81310
O: 1.21272 1.56006 -0.95221
H: 5.66505 2.33815 -1.27745
H: 5.20347 -1.84198 1.21400
H: 3.14320 -3.09833 1.83361
H: 0.91489 -2.24291 1.19624

Its charge is -1. As for the highest occupied orbital energy (spin up / spin down): -4.02 / -4.84 eV. The relative energy (zero: lowest compared OMol25 entry of this formula, charge and spin) comes out at 1.696 eV. The calculation puts the gap between HOMO and LUMO (spin up / spin down) at 0.2196 / 0.2497 hartree. The calculation puts the strongest force on any atom at 1.99 eV Å⁻¹. Its multiplicity is 2.